Entry 1:
65
Properties=species:S:1:pos:R:3 method="wB97M-V/def2-TZVPD" homo_ev=-8.13 total_energy_ev=-138212.4632 gap_ev=7.136 charge=0 de_lowest_ev=0.000
Ir 1.8056 -0.0063 0.1154
C 3.0666 2.4878 1.9867
C 3.6764 1.2434 2.6127
O 4.5286 1.6513 3.6769
P 4.6782 0.2789 1.4327
O 5.1439 -0.9896 2.2153
O 6.0340 1.0057 1.0853
O 3.9224 0.0176 0.1510
P 2.4553 0.0175 3.2776
O 1.3839 0.8218 4.0931
O 3.3079 -0.8732 4.1221
O 1.7725 -0.6539 2.0843
H 3.8515 3.1623 1.6414
H 2.4746 3.0014 2.7424
H 2.4094 2.2642 1.1421
H 4.5376 0.9430 4.3394
H 4.5632 -1.1486 3.0243
H 5.9873 1.5174 0.2669
H 0.6497 1.0888 3.4827
S 1.6131 3.0803 -3.3271
C 1.7550 1.8228 -2.3411
N 1.8648 0.8845 -1.6405
C 3.2184 -2.7174 -1.4766
As 1.8334 -2.3179 -0.2027
C 0.2444 -3.1522 -0.8860
C 2.2642 -3.3416 1.3660
H 3.2809 -3.7953 -1.6222
H 4.1604 -2.3297 -1.0972
H 2.9763 -2.2245 -2.4162
H 0.4547 -4.2180 -0.9789
H -0.0159 -2.7126 -1.8428
H -0.5783 -2.9975 -0.1897
H 2.2617 -4.3927 1.0775
H 1.5235 -3.1522 2.1371
H 3.2440 -3.0514 1.7377
O -0.3451 1.5077 2.0630
C -0.8566 0.9410 1.1055
N -2.1870 0.9779 0.8087
C -2.4339 0.5342 -0.5567
C -1.0424 -0.0196 -0.9187
O -0.7751 -0.5891 -1.9515
N -0.1904 0.2234 0.1235
C -2.8169 1.7237 -1.4346
C -4.0400 2.3437 -1.1825
C -4.4286 3.4548 -1.9094
C -3.5963 3.9594 -2.9018
C -2.3822 3.3455 -3.1572
C -1.9912 2.2266 -2.4304
C -3.4578 -0.5892 -0.6442
C -3.8328 -1.0659 -1.8987
C -4.7444 -2.1023 -2.0052
C -5.2986 -2.6688 -0.8631
C -4.9309 -2.1941 0.3846
C -4.0091 -1.1588 0.4950
H -2.7242 1.7262 1.2168
H -4.7057 1.9396 -0.4264
H -5.3819 3.9254 -1.7059
H -3.8958 4.8303 -3.4703
H -1.7209 3.7379 -3.9185
H -1.0368 1.7639 -2.6418
H -3.4047 -0.6220 -2.7877
H -5.0289 -2.4665 -2.9840
H -6.0168 -3.4739 -0.9494
H -5.3599 -2.6263 1.2796
H -3.7147 -0.7989 1.4718

***

Entry 2:
70
Properties=species:S:1:pos:R:3 method="wB97M-V/def2-TZVPD" homo_ev="-13.96 / -14.30" total_energy_ev=-95239.8327 multiplicity=3 gap_ev="8.644 / 5.374" charge=+2 de_lowest_ev=0.022
Au 0.1641 -0.4923 1.4841
C -0.5892 0.4763 -2.7775
N -0.0663 0.1460 -1.4563
P 0.6851 1.3195 -0.4860
C 2.4366 0.8690 -0.3988
C 2.9354 -0.3345 -0.8793
C 4.2993 -0.5538 -0.8465
C 5.1427 0.3868 -0.2756
C 4.6312 1.5575 0.2675
C 3.2740 1.8048 0.2091
C 0.6669 2.8243 -1.5147
C -0.4041 3.7127 -1.4711
C -0.4126 4.8115 -2.3123
C 0.6382 5.0258 -3.1911
C 1.7101 4.1472 -3.2209
C 1.7390 3.0493 -2.3821
P -0.6279 -1.2549 -0.6270
C -2.4378 -1.0866 -0.6534
C -3.1924 -1.4313 -1.7747
C -4.5544 -1.1896 -1.7796
C -5.1665 -0.6113 -0.6776
C -4.4153 -0.2724 0.4387
C -3.0527 -0.5075 0.4542
C -0.2810 -2.6151 -1.7826
C 0.6781 -2.5252 -2.7923
C 0.8396 -3.5703 -3.6818
C 0.0642 -4.7149 -3.5660
C -0.8744 -4.8189 -2.5487
C -1.0360 -3.7842 -1.6459
H 0.1999 0.9280 -3.3813
H -1.4276 1.1739 -2.7230
H -0.9367 -0.4354 -3.2648
H 2.2703 -1.0898 -1.2692
H 4.6989 -1.4680 -1.2540
H 6.2028 0.1989 -0.2239
H 5.2792 2.2705 0.7513
H 2.8522 2.7102 0.6265
H -1.2194 3.5556 -0.7793
H -1.2336 5.5090 -2.2843
H 0.6294 5.8752 -3.8555
H 2.5356 4.3101 -3.8976
H 2.5775 2.3670 -2.4067
H -2.7237 -1.8910 -2.6335
H -5.1378 -1.4483 -2.6498
H -6.2293 -0.4256 -0.6872
H -4.8878 0.1767 1.2996
H -2.4526 -0.2506 1.3206
H 1.2717 -1.6321 -2.9181
H 1.5711 -3.4909 -4.4700
H 0.1929 -5.5271 -4.2649
H -1.4834 -5.7057 -2.4613
H -1.7702 -3.8606 -0.8551
C -2.0617 1.6991 7.2964
C -1.8639 1.0101 6.0025
C -2.8155 0.1271 5.4573
C -2.5396 -0.3817 4.2002
N -1.4270 -0.0918 3.5492
C -0.5248 0.6857 4.1596
S 0.9441 0.9426 3.3119
N -0.7455 1.2273 5.3373
H -2.9281 1.3186 7.8269
H -2.2027 2.7667 7.1264
H -1.1744 1.6038 7.9192
H -3.7136 -0.1351 5.9917
H -3.2485 -1.0268 3.6921
Cl 3.3302 -3.2682 0.8789
C 4.2704 -2.4585 2.1356
Cl 3.6190 -0.8329 2.4299
H 5.3035 -2.3630 1.7986
H 4.2049 -3.0404 3.0558

***

Entry 3:
13
Properties=species:S:1:pos:R:3 method="wB97M-V/def2-TZVPD" homo_ev="0.04 / -3.47" total_energy_ev=-17596.0999 multiplicity=2 gap_ev="3.264 / 6.565" charge=-1 de_lowest_ev=0.680
O 0.2711 0.9786 -2.7215
C -0.1433 0.1643 -1.8112
C -0.2410 0.5279 -0.3612
C 0.8893 -0.2050 0.4055
S 0.9522 0.1552 2.1999
N -1.5827 0.2559 0.2228
H -0.2504 -0.9137 -1.9877
H -0.0702 1.5966 -0.2051
H 0.8362 -1.2768 0.2266
H 1.8512 0.1211 -0.0002
H 0.9019 -1.0541 2.7807
H -1.5326 0.3419 1.2375
H -1.8817 -0.6919 0.0140

***

Entry 4:
43
Properties=species:S:1:pos:R:3 method="wB97M-V/def2-TZVPD" homo_ev="-11.43 / -11.68" total_energy_ev=-209643.9048 multiplicity=2 gap_ev="7.829 / 8.703" charge=+1 de_lowest_ev=0.000
Co -0.0503 1.3042 -0.3611
C 3.4722 0.4518 0.1148
As 1.6537 -0.1570 0.3440
C 1.6329 -0.7977 2.1681
C 1.5823 -1.7644 -0.7323
C 2.4408 -2.8425 -0.5387
C 2.3588 -3.9503 -1.3665
C 1.4235 -3.9856 -2.3937
C 0.5673 -2.9146 -2.5915
C 0.6445 -1.8020 -1.7584
As -0.5297 -0.2800 -1.9875
C -2.2898 -1.0806 -2.0211
C -0.2586 0.2736 -3.8154
H 4.1647 -0.3511 0.3621
H 3.6441 1.3060 0.7669
H 3.6104 0.7570 -0.9204
H 2.4168 -1.5387 2.3155
H 0.6625 -1.2394 2.3855
H 1.8021 0.0483 2.8325
H 3.1782 -2.8238 0.2554
H 3.0266 -4.7876 -1.2142
H 1.3635 -4.8498 -3.0416
H -0.1563 -2.9531 -3.3974
H -2.3186 -1.8570 -2.7838
H -3.0326 -0.3184 -2.2506
H -2.5078 -1.5122 -1.0466
H -0.3954 -0.5768 -4.4815
H 0.7452 0.6794 -3.9091
H -0.9781 1.0537 -4.0575
S -2.2560 1.4273 0.3025
C -2.3834 2.0168 1.8785
N -3.5113 2.5032 2.3672
C -3.4503 3.1254 3.6884
C -2.2915 2.4352 4.3949
S -1.1220 2.0032 3.0656
H -4.3009 2.6328 1.7510
H -4.3898 2.9792 4.2169
H -3.2660 4.1962 3.5768
H -2.6044 1.5181 4.8902
H -1.7996 3.0871 5.1111
S 0.9456 3.1039 0.7432
C 1.2617 2.9477 -0.8844
N 1.2948 2.5321 -1.9774

***

Entry 5:
20
Properties=species:S:1:pos:R:3 method="wB97M-V/def2-TZVPD" homo_ev=-8.58 total_energy_ev=-18730.9978 gap_ev=9.180 smiles=CNCCCS.O charge=0 de_lowest_ev=1.013
C -1.1282 0.5365 2.0954
N -0.3043 -0.0797 1.0254
C 0.0097 0.8626 -0.0714
C 0.7135 0.2150 -1.2508
C 1.8053 -0.7628 -0.7985
S 3.0144 -0.0174 0.3470
H -2.0716 0.9060 1.7285
H -0.5213 1.3340 2.5532
H -1.3522 -0.2158 2.8361
H -0.8452 -0.8648 0.6906
H 0.6345 1.6529 0.3476
H -0.9748 1.3619 -0.4863
H 1.1498 1.0764 -1.8981
H -0.0747 -0.3852 -1.8663
H 2.3881 -1.1747 -1.7001
H 1.3459 -1.5496 -0.2537
H 3.5042 0.8820 -0.4963
O -2.1096 -1.4763 -0.9886
H -2.9963 -1.7607 -0.7717
H -2.1872 -0.5404 -1.0420

***

Entry 6:
68
Properties=species:S:1:pos:R:3 method="wB97M-V/def2-TZVPD" homo_ev="-5.26 / -5.29" total_energy_ev=-147160.3486 multiplicity=4 gap_ev="6.784 / 4.980" charge=-1 de_lowest_ev=0.582
V -0.1139 1.0639 -0.4497
S -3.0550 3.9951 1.5026
C -1.9588 2.9385 0.8863
S -0.5464 3.3958 -0.0122
S -2.0710 1.2117 0.9539
C -2.4023 -2.0608 3.1662
Te -0.3854 -1.5587 2.6513
C 0.4435 -3.3058 3.5897
H -2.5140 -2.0311 4.2471
H -2.6655 -3.0482 2.7941
H -3.0444 -1.3060 2.7162
H 0.0780 -4.2168 3.1203
H 0.1778 -3.3034 4.6440
H 1.5269 -3.2602 3.4935
C -2.0637 4.0763 -2.8203
O -2.4576 2.7028 -2.9377
P -1.5044 1.4439 -2.6094
O -2.5639 0.3045 -3.0216
C -3.6870 0.0462 -2.1722
O -0.5089 1.3428 -3.8637
C -0.9982 1.3552 -5.2086
H -2.5756 4.6119 -3.6192
H -0.9858 4.1942 -2.9336
H -2.3622 4.4632 -1.8492
H -3.3648 -0.0871 -1.1402
H -4.1514 -0.8661 -2.5425
H -4.3994 0.8696 -2.2310
H -0.2090 1.7700 -5.8315
H -1.8961 1.9671 -5.2939
H -1.2246 0.3385 -5.5279
C 0.0739 -2.8216 -2.8267
Sb -0.1872 -2.4308 -0.7506
C 1.4250 -3.5266 0.0930
C -1.9583 -3.5549 -0.3998
H -0.0856 -3.8827 -3.0239
H 1.0767 -2.5500 -3.1511
H -0.6611 -2.2313 -3.3729
H 1.0086 -4.3332 0.6935
H 2.0601 -2.8933 0.6920
H 1.9907 -3.9160 -0.7518
H -1.7598 -4.6215 -0.5037
H -2.6843 -3.2414 -1.1493
H -2.3574 -3.3461 0.5885
O 3.0443 -0.0639 -2.9010
Cl 1.7969 0.0433 -2.1772
O 1.8791 -0.7982 -0.9414
O -0.8947 -0.7148 -0.8397
O 1.6911 1.4313 -1.6087
F 2.9680 -1.1604 2.2019
C 3.7640 -0.7797 3.2104
C 4.6734 -1.6821 3.6684
F 4.7006 -2.8802 3.0735
C 5.5500 -1.4155 4.7493
C 5.3825 -0.1135 5.2927
C 4.4647 0.7826 4.8292
F 4.4217 1.9819 5.4119
C 3.5812 0.5049 3.7546
C 2.5958 1.4094 3.2923
C 1.8513 1.1945 2.1174
N 1.1512 1.1404 1.2033
C 2.2390 2.5894 3.9980
N 1.9039 3.5423 4.5519
F 6.1665 0.2685 6.3024
C 6.4875 -2.3496 5.2365
C 7.3420 -2.0987 6.3411
N 8.0602 -1.9733 7.2341
C 6.6613 -3.6416 4.6768
N 6.8563 -4.7025 4.2693

***

Entry 7:
54
Properties=species:S:1:pos:R:3 method="wB97M-V/def2-TZVPD" homo_ev="-8.53 / -8.40" total_energy_ev=-48524.3419 multiplicity=3 gap_ev="9.058 / 7.580" charge=0
Ag -1.0471 0.2595 0.4551
P -2.8771 1.5319 1.6242
O -3.9779 2.2671 2.4182
O -2.7803 1.5950 0.0180
O -2.7068 -0.0354 1.7356
O -1.3895 1.9563 1.8234
C 1.3390 0.5514 2.4681
O 0.9446 -0.1271 1.5183
N 2.5836 0.5558 3.0311
C 2.7324 1.3139 4.3768
C 3.7061 -0.3008 2.5809
H 0.6655 1.2903 2.9292
H 2.9676 0.6770 5.2296
H 1.7739 1.7567 4.6476
H 3.5671 2.0126 4.3210
H 3.5387 -0.7254 1.5911
H 4.5821 0.3443 2.5128
H 3.9414 -1.1036 3.2795
C -0.3582 -0.2223 -2.7899
O -0.7898 -0.3425 -1.6611
N -0.6177 -0.9403 -3.9138
C -1.5760 -2.0426 -3.9786
C -0.0404 -0.6129 -5.1989
H 0.3230 0.5856 -3.0989
H -1.9313 -2.3715 -3.0020
H -1.2111 -2.9814 -4.3955
H -2.4933 -1.7656 -4.4981
H -0.7858 -0.1961 -5.8762
H 0.7671 0.1149 -5.1189
H 0.2642 -1.5168 -5.7264
C 0.1868 3.1506 -0.4716
O 0.4537 1.9620 -0.5338
N 0.7277 4.0874 -1.2846
C 0.1250 5.4372 -1.3203
C 1.8023 3.7274 -2.2672
H -0.5831 3.6730 0.1172
H 0.9256 6.1695 -1.2166
H -0.5466 5.5886 -0.4752
H -0.1659 5.8028 -2.3051
H 2.7508 3.4103 -1.8336
H 1.5571 3.0955 -3.1208
H 2.2204 4.6283 -2.7164
C -1.5548 -2.8519 1.4927
O -0.9440 -2.1818 0.6030
N -1.4496 -4.1419 1.6887
C -2.2920 -4.8319 2.7388
C -0.7586 -5.0154 0.8249
H -2.3649 -2.4463 2.1182
H -3.0292 -5.3741 2.1467
H -2.7008 -4.1454 3.4802
H -1.6401 -5.5191 3.2781
H -1.5008 -5.6922 0.4015
H -0.3113 -4.4120 0.0350
H -0.0214 -5.6487 1.3185

***

Entry 8:
15
Properties=species:S:1:pos:R:3 method="wB97M-V/def2-TZVPD" homo_ev=-2.28 total_energy_ev=-17072.5489 gap_ev=6.114 smiles=NCNCC[S-] charge=-1 de_lowest_ev=0.977
N -2.2675 0.7228 0.3315
C -1.6507 -0.5396 -0.0955
N -0.3197 -0.3492 -0.5722
C 0.7592 -0.1718 0.3746
C 2.1828 -0.0847 -0.3053
S 3.4297 0.3422 0.9778
H -1.8472 1.1057 1.1664
H -2.2474 1.3870 -0.4268
H -2.2167 -1.0183 -0.9271
H -1.7753 -1.2494 0.7285
H -0.1195 0.2553 -1.3537
H 0.7417 0.8051 0.8615
H 0.8373 -1.0215 1.0497
H 2.3507 -0.9952 -0.8783
H 2.1426 0.8116 -0.9311

***

Entry 9:
75
Properties=species:S:1:pos:R:3 method="wB97M-V/def2-TZVPD" homo_ev=-10.90 total_energy_ev=-42758.4596 gap_ev=6.372 charge=+1
N -2.4187 1.1520 -3.7173
C -2.0161 1.6034 -5.0787
C -0.6959 2.4221 -5.1009
O -0.8368 3.5833 -5.9111
C -0.2547 2.8401 -3.7059
C 0.3494 1.7655 -2.8473
C 0.9636 0.6529 -3.3963
N 1.4792 -0.3141 -2.6047
C 1.4366 -0.2714 -1.2714
C 0.8497 0.7853 -0.6606
C 0.3117 1.8036 -1.4387
C -0.2767 2.9883 -0.7257
O -0.1116 4.0885 -1.1334
O -0.9021 2.7499 0.4160
H -3.3711 1.4566 -3.5541
H -2.4955 0.1414 -3.7321
H -2.7856 2.2348 -5.5090
H -1.9078 0.7432 -5.7333
H 0.0585 1.8339 -5.6145
H -1.4491 4.1752 -5.4586
H 0.4397 3.6708 -3.7930
H -1.1177 3.2227 -3.1769
H 1.0635 0.5029 -4.4555
H 1.9116 -1.1122 -3.0520
H 1.8578 -1.0901 -0.7120
H 0.8112 0.8275 0.4134
H -1.1609 1.8140 0.5003
C 7.0575 -3.8073 3.2024
O 7.1200 -2.4319 3.5335
C 7.8137 -1.6307 2.5854
C 6.8694 -0.6520 1.9215
N 5.9229 -1.3435 1.0497
C 4.8545 -0.5017 0.5338
C 3.8525 0.0852 1.5213
O 3.0118 -0.8745 2.1303
C 3.5194 -1.4781 3.3154
H 6.6182 -4.3268 4.0518
H 6.4310 -3.9885 2.3213
H 8.0546 -4.2164 3.0204
H 8.3211 -2.2508 1.8418
H 8.5755 -1.0645 3.1277
H 7.4493 0.0565 1.3240
H 6.3654 -0.0907 2.7193
H 5.5148 -2.1177 1.5575
H 4.2862 -1.1130 -0.1786
H 5.3038 0.3161 -0.0396
H 3.1826 0.7317 0.9425
H 4.3316 0.7256 2.2686
H 4.1536 -0.7893 3.8759
H 4.0791 -2.3889 3.0930
H 2.6668 -1.7513 3.9355
C -6.4461 -3.0203 0.9786
O -6.7548 -1.7589 0.4132
C -7.3509 -0.8410 1.3250
C -6.4345 0.3373 1.5717
N -5.2514 -0.0651 2.3249
C -4.2208 0.9611 2.4288
C -3.5501 1.4300 1.1431
O -2.7256 0.4482 0.5052
C -3.4134 -0.4288 -0.3773
H -6.1163 -3.6687 0.1686
H -5.6420 -2.9510 1.7201
H -7.3247 -3.4692 1.4485
H -7.6131 -1.3351 2.2637
H -8.2740 -0.4758 0.8673
H -6.9747 1.0990 2.1398
H -6.1795 0.7637 0.5913
H -4.8527 -0.8895 1.8956
H -3.4410 0.5713 3.0887
H -4.6475 1.8355 2.9276
H -2.8808 2.2451 1.4120
H -4.2650 1.8448 0.4253
H -4.2517 0.0708 -0.8655
H -3.7721 -1.3174 0.1441
H -2.7050 -0.7534 -1.1415

***

Entry 10:
13
Properties=species:S:1:pos:R:3 method="wB97M-V/def2-TZVPD" homo_ev=-8.90 total_energy_ev=-7334.7923 gap_ev=9.647 smiles="C=C(C)O.O" charge=0 de_lowest_ev=1.258
C 0.2223 0.6315 1.2057
C 0.5144 0.5423 -0.1066
C 1.4886 -0.4177 -0.6861
O 0.0095 1.4770 -0.9912
H 0.8241 0.0033 1.8464
H -0.6211 1.2063 1.5616
H 2.1272 -0.7380 0.1297
H 0.9692 -1.2961 -1.0881
H 1.9124 -0.0100 -1.6045
H -0.4862 2.0900 -0.4206
O -2.0710 -1.4069 -0.0889
H -2.9981 -1.5266 -0.0863
H -1.8914 -0.5550 0.3289